1.
The following is a DFT calculation (ωB97M-V/def2-TZVPD) of a structure of composition C39H72CaCl3CsF2N6O13SSi.

Positions of all 139 atoms, in Å:
C 3.363 2.537 1.752
C 1.849 2.630 1.735
O 1.113 1.513 1.289
C 0.628 0.557 2.190
C 1.330 0.510 3.562
N -0.792 0.900 2.530
C -0.800 2.313 2.851
C -0.605 3.222 1.842
C -0.514 4.529 2.167
C -0.684 4.890 3.501
N -0.932 4.046 4.500
C -0.966 2.766 4.139
C -1.804 0.496 1.547
C -1.950 -1.021 1.437
C -2.986 -1.561 2.485
N -3.002 -0.788 3.724
C -4.256 -0.915 4.470
C -2.512 -1.486 0.075
C -3.507 -0.411 -0.431
C -4.591 -0.969 -1.374
O -4.778 -0.524 0.084
C -0.560 -1.690 1.823
C 0.707 -0.844 1.494
C 2.010 -1.608 1.925
C 1.889 -2.541 3.123
C 3.247 -3.245 3.376
C 2.992 -4.397 4.387
N 3.485 -4.044 5.690
C 4.764 -4.262 6.083
C 4.851 -3.793 7.385
C 3.575 -3.279 7.741
C 2.739 -3.460 6.676
Si 1.038 -0.721 -0.425
C 0.800 -2.482 -1.110
C 2.836 -0.256 -0.803
C -0.038 0.432 -1.438
H 3.725 1.560 1.389
H 3.726 3.269 1.031
H 3.808 2.733 2.741
H 1.471 3.087 2.646
H 1.677 3.397 0.974
H 0.886 -0.248 4.205
H 1.177 1.451 4.101
H 2.405 0.383 3.492
H -1.029 0.391 3.386
H -0.493 2.882 0.820
H -0.302 5.279 1.422
H -0.590 5.941 3.752
H -1.135 2.028 4.926
H -1.631 1.011 0.607
H -2.748 0.910 1.913
H -2.638 -2.575 2.736
H -3.969 -1.582 2.020
H -2.203 -0.999 4.306
H -4.196 -0.307 5.372
H -4.382 -1.960 4.783
H -5.097 -0.600 3.854
H -3.174 -2.348 0.163
H -1.768 -1.623 -0.706
H -3.134 0.581 -0.669
H -4.975 -1.960 -1.156
H -5.325 -0.289 -1.791
H -0.627 -1.904 2.899
H -0.505 -2.667 1.342
H 2.323 -2.254 1.096
H 2.846 -0.914 2.030
H 1.183 -3.354 2.947
H 1.647 -2.059 4.071
H 3.666 -3.641 2.448
H 3.915 -2.540 3.873
H 3.434 -5.326 4.018
H 1.921 -4.598 4.496
H 5.494 -4.736 5.445
H 5.754 -3.834 7.973
H 3.277 -2.807 8.709
H 1.694 -3.207 6.610
H 0.818 -3.210 -0.292
H -0.124 -2.585 -1.672
H 1.644 -2.738 -1.754
H 3.000 0.824 -0.775
H 2.997 -0.542 -1.848
H 3.572 -0.816 -0.224
H -1.118 0.358 -1.341
H 0.198 0.292 -2.499
H 0.227 1.474 -1.221
C 4.534 2.271 -3.078
O 3.284 1.801 -3.555
H 5.120 1.419 -2.740
H 5.074 2.792 -3.872
H 4.388 2.955 -2.224
H 2.769 2.559 -3.849
O 1.044 -3.973 -5.474
S 1.101 -2.600 -5.065
O 0.265 -2.121 -4.011
O 0.883 -1.685 -6.346
C -0.301 -1.906 -7.115
C -1.528 -1.354 -6.411
C 2.765 -2.139 -4.733
H -0.414 -2.980 -7.348
H -0.166 -1.387 -8.050
H -1.732 -1.905 -5.486
H -2.405 -1.429 -7.044
H -1.384 -0.305 -6.140
H 3.396 -2.476 -5.551
H 3.056 -2.626 -3.805
H 2.812 -1.057 -4.619
C -6.099 1.637 1.464
C -6.961 2.166 2.606
C -8.216 2.897 2.121
C -7.893 4.103 1.360
N -7.635 5.042 0.755
H -5.724 2.452 0.840
H -5.238 1.099 1.858
H -6.662 0.954 0.831
H -6.363 2.829 3.236
H -7.270 1.327 3.233
H -8.825 3.180 2.982
H -8.825 2.230 1.508
Cl -0.326 -1.872 -10.355
C 1.096 -1.774 -11.438
C 1.971 -0.592 -11.112
Cl 1.182 0.951 -11.507
H 0.734 -1.735 -12.462
H 1.657 -2.698 -11.307
H 2.885 -0.644 -11.701
H 2.241 -0.573 -10.059
F 2.693 -1.286 8.847
N -2.038 2.309 -6.185
O -1.761 3.502 -6.319
O -1.886 1.737 -5.074
O -2.464 1.639 -7.159
Cs -3.334 -3.209 -7.550
Ca 5.333 3.641 0.828
O 3.497 4.759 1.235
Cl 2.671 5.880 0.720
O 1.508 5.332 0.055
O 3.445 6.648 -0.203
O 2.249 6.699 1.818
F 6.467 1.038 -0.307

## Properties
Energy = -157848.149 eV
Orbital gap = 2.684 eV
HOMO = -0.1908 Eh
E_LUMO = -2.51 eV
Charge = 0

Results of the Mulliken charge analysis, in e, for atoms 1 through 4: number 1, C, carries -3.25; number 2, C, carries 0.70; number 3, O, carries 0.04; number 4, C, carries -0.06


2.
The following is a DFT calculation (ωB97M-V/def2-TZVPD) of a cluster of 4 separate species, C39H72N2O13S2 in total.

Positions of all 128 atoms, in Å:
C 3.016 1.563 0.475
C 2.341 1.929 1.807
C 1.194 1.021 2.246
C -0.023 1.138 1.317
C -1.022 2.284 1.568
C -0.879 3.064 2.863
N -1.704 2.571 3.959
C -1.287 1.274 4.479
O -0.526 3.291 0.583
C -1.099 3.139 -0.616
O -0.731 3.755 -1.623
C -2.285 2.154 -0.487
C -2.188 0.877 -1.304
O -0.871 0.385 -1.416
O -0.979 -0.847 -2.134
C -2.484 2.132 1.024
C -3.405 1.071 1.649
C -2.997 -0.404 1.763
C -4.230 -1.339 1.775
C -3.942 -2.669 1.072
C -3.298 -3.668 2.026
C -2.382 -4.685 1.380
O -1.225 -4.844 2.213
C -0.606 -6.056 2.048
C 0.644 -6.055 1.243
O -1.056 -7.069 2.561
C -3.220 3.467 1.336
C -4.569 3.655 0.610
C -4.440 4.689 -0.524
S -5.269 4.102 -2.048
C -3.981 4.541 -3.220
S -3.752 6.086 -3.666
N -3.234 3.462 -3.599
C -4.057 2.346 -4.124
C -3.172 1.301 -4.805
O -1.914 1.308 -4.198
C -1.220 2.480 -4.577
C -2.077 3.747 -4.424
H 2.643 0.610 0.117
H 4.092 1.536 0.537
H 2.725 2.278 -0.285
H 3.099 1.866 2.585
H 2.017 2.963 1.787
H 0.992 1.238 3.285
H 1.548 -0.004 2.196
H -0.479 0.164 1.252
H 0.389 1.320 0.341
H 0.169 3.097 3.172
H -1.152 4.091 2.687
H -1.769 3.252 4.694
H -2.050 0.901 5.149
H -1.115 0.582 3.673
H -0.353 1.361 5.034
H -3.057 2.691 -1.030
H -2.534 1.104 -2.308
H -2.872 0.127 -0.926
H -0.414 -0.694 -2.898
H -4.354 1.082 1.128
H -3.628 1.399 2.655
H -2.332 -0.761 0.992
H -2.484 -0.558 2.702
H -4.473 -1.606 2.796
H -5.070 -0.864 1.283
H -3.379 -2.533 0.155
H -4.897 -3.089 0.764
H -2.718 -3.184 2.805
H -4.084 -4.228 2.516
H -2.864 -5.655 1.321
H -2.091 -4.404 0.369
H 1.466 -5.653 1.824
H 0.871 -7.070 0.972
H 0.557 -5.457 0.345
H -3.422 3.508 2.395
H -2.586 4.320 1.123
H -5.298 4.026 1.314
H -4.930 2.754 0.137
H -3.403 4.848 -0.789
H -4.831 5.659 -0.257
H -4.531 1.870 -3.279
H -4.845 2.718 -4.774
H -3.114 1.452 -5.883
H -3.605 0.330 -4.607
H -0.917 2.368 -5.618
H -0.331 2.534 -3.972
H -2.367 4.119 -5.406
H -1.460 4.496 -3.955
C 3.885 -1.461 3.848
C 3.933 -0.639 5.119
O 2.624 -0.318 5.596
C 1.899 -1.137 6.383
C 2.359 -2.559 6.603
O 0.866 -0.727 6.831
H 3.404 -2.426 4.009
H 4.892 -1.638 3.471
H 3.314 -0.935 3.082
H 4.521 -1.119 5.903
H 4.402 0.323 4.919
H 1.872 -3.200 5.870
H 2.046 -2.864 7.598
H 3.436 -2.696 6.539
C 4.117 3.255 -4.239
C 5.067 3.288 -3.060
O 5.025 2.073 -2.309
C 5.754 0.990 -2.629
C 6.478 0.964 -3.959
O 5.772 0.055 -1.880
H 4.389 2.478 -4.954
H 4.119 4.214 -4.757
H 3.103 3.045 -3.897
H 6.090 3.524 -3.357
H 4.756 4.061 -2.359
H 5.843 0.476 -4.694
H 7.387 0.381 -3.836
H 6.763 1.944 -4.331
C 1.641 -4.409 -3.891
C 2.483 -4.191 -2.650
O 2.295 -5.221 -1.686
C 2.975 -6.386 -1.702
C 3.799 -6.756 -2.914
O 2.850 -7.119 -0.767
H 1.917 -5.328 -4.409
H 1.760 -3.575 -4.584
H 0.588 -4.492 -3.620
H 3.541 -4.078 -2.881
H 2.174 -3.276 -2.145
H 3.189 -7.369 -3.576
H 4.648 -7.343 -2.575
H 4.187 -5.905 -3.468

## Properties
Structure (SMILES) = CCCC[C@@]1(CNC)OC(=O)[C@@H](COO)[C@]1(CCCCCCOC(C)=O)CCCSC(=S)N1CCOCC1.CCOC(C)=O.CCOC(C)=O.CCOC(C)=O
Energy relative to the best compared isomer or geometry (same formula, charge and spin) = 0.0 kcal per mole
Energy = -92874.585 eV
Orbital gap = 8.302 eV
HOMO = -0.2996 Eh
E_LUMO = 0.15 eV
Charge = 0

Results of the Mulliken charge analysis, in e, for atoms 1 through 4: number 1, C, carries -1.45; number 2, C, carries -0.83; number 3, C, carries -1.12; number 4, C, carries 0.00


Q: Among the records above, which one has the highest orbital gap?
A: C39H72N2O13S2


Q: Look up the charge of the second one.
A: 0


Q: What is the E_LUMO in the second record?
A: 0.15 eV